Record 1
Molecular formula: C16H7AsCdCl5N3S5
Method: DFT, ωB97M-V/def2-TZVPD

```
38
Properties=species:S:1:pos:R:3:forces:R:3:nbo_charge:R:1
Cd 1.2330 -2.2774 -0.3588 0.22 -0.39 0.07 1.462
N -0.6142 1.6796 2.3975 -0.04 0.04 -0.11 -0.545
C -0.9029 2.5720 1.3833 0.03 -0.02 0.09 0.088
C -1.3378 3.8907 1.3744 0.00 0.01 -0.01 -0.246
C -1.5277 4.4786 0.1339 0.00 0.00 0.00 -0.234
C -1.2860 3.7732 -1.0535 0.01 -0.01 0.01 -0.241
C -0.8503 2.4601 -1.0357 -0.02 0.03 -0.02 -0.215
C -0.6616 1.8521 0.2027 0.01 0.00 -0.08 0.166
N -0.2503 0.5664 0.4961 -0.09 -0.03 0.04 -0.467
C -0.2489 0.4956 1.7948 0.02 -0.07 0.13 0.398
C 0.1199 -0.6817 2.5791 0.01 0.13 -0.05 0.036
C 0.7303 -0.6604 3.7989 -0.03 0.03 -0.02 -0.460
S 1.1900 -2.2401 4.2392 0.02 -0.05 0.00 0.523
C 0.4625 -2.8327 2.8116 -0.05 0.11 -0.09 -0.112
N -0.0497 -1.9240 2.0328 0.04 -0.10 0.05 -0.476
H -0.7662 1.8019 3.3816 0.00 0.00 0.00 0.411
H -1.5208 4.4373 2.2915 0.00 0.01 0.00 0.200
H -1.8686 5.5053 0.0807 0.00 0.00 0.00 0.198
H -1.4427 4.2661 -2.0047 -0.01 0.01 0.01 0.206
H -0.6630 1.9126 -1.9517 0.01 -0.01 0.04 0.227
H 1.0329 0.2041 4.3678 0.00 0.01 0.01 0.224
H 0.5322 -3.8799 2.5538 0.00 -0.05 0.00 0.282
Cl -2.1417 -2.1795 -0.8605 -0.02 -0.02 0.02 0.018
C -1.2544 -1.3033 -2.0697 -0.07 0.03 -0.05 -0.067
C 0.1308 -1.3228 -2.0143 0.01 0.07 0.02 -0.462
C 0.7858 -0.6030 -3.0015 0.06 0.04 -0.04 -0.078
Cl 2.5273 -0.5760 -2.9846 -0.04 -0.01 0.00 0.019
C 0.1187 0.1138 -3.9947 0.05 0.00 -0.01 -0.105
Cl 0.9892 1.0035 -5.1997 -0.01 0.00 0.01 0.012
C -1.2719 0.1159 -4.0089 -0.02 -0.01 -0.02 -0.098
Cl -2.1308 1.0005 -5.2254 0.01 -0.01 0.02 0.010
C -1.9671 -0.5996 -3.0373 -0.07 0.01 -0.02 -0.100
Cl -3.7009 -0.5899 -3.0526 0.05 -0.01 0.01 0.010
S 3.1486 -4.8071 3.2559 -0.08 0.04 0.05 -0.859
As 3.4012 -4.1547 1.2293 0.14 -0.02 -0.02 0.980
S 1.6246 -4.7636 0.0254 -0.18 0.20 -0.03 -0.948
S 3.2292 -1.9141 1.0836 0.05 0.04 -0.01 -0.957
S 5.2017 -4.8197 0.3399 -0.01 0.03 -0.03 -0.799
```
Forces are in eV/Å.

- DFT total energy: -7473.80911 hartree
- Charge: -2
- Max |F|: 0.5 eV Å⁻¹
- ΔE to the lowest compared entry with this formula, charge and spin: 81.7 kJ/mol
- Lowest unoccupied orbital energy: 0.1387 hartree

=====

Record 2
Molecular formula: C4H8O3
Method: DFT, ωB97M-V/def2-TZVPD

```
15
Properties=species:S:1:pos:R:3:forces:R:3:nbo_charge:R:1
O 0.9560 -1.0176 -0.2133 0.75 -1.30 -0.16 -0.711
C 1.7789 -0.0035 0.3708 -0.08 -0.18 -0.10 -0.061
C 0.8020 1.1035 0.7957 -0.48 -0.50 0.02 -0.532
C -0.4860 0.5343 0.0667 -1.43 0.25 -0.15 0.584
O -0.9009 1.0812 -0.9125 0.04 -0.26 0.43 -0.589
C -1.9495 -0.9979 0.3924 0.09 0.75 0.31 -0.125
O -2.6482 -0.8062 -0.7648 0.19 0.30 -0.02 -0.718
H 0.2609 -1.4312 0.3468 1.05 0.64 -0.04 0.500
H 2.4175 0.3041 -0.4663 -0.19 0.09 0.28 0.196
H 2.4481 -0.3431 1.1762 -0.39 -0.13 -0.15 0.180
H 1.0896 2.1130 0.4329 -0.52 -0.70 -0.09 0.236
H 0.6916 1.1859 1.8817 -0.22 -0.27 -0.18 0.226
H -1.9302 -2.1143 0.5256 1.30 0.86 0.02 0.182
H -2.4237 -0.5956 1.2897 -0.06 0.31 -0.01 0.144
H -2.3301 0.0407 -1.1392 -0.07 0.14 -0.15 0.490
```
Forces are in eV/Å.

- DFT total energy: -382.79996 hartree
- Charge: 0
- Max |F|: 1.6 eV Å⁻¹
- ΔE to the lowest compared entry with this formula, charge and spin: 432.8 kJ/mol
- Lowest unoccupied orbital energy: 0.0273 hartree

=====

Record 3
Molecular formula: C4H14N2O
Method: DFT, ωB97M-V/def2-TZVPD

```
21
Properties=species:S:1:pos:R:3:forces:R:3:nbo_charge:R:1
C -2.6948 -0.6955 1.5002 1.21 1.25 0.72 -0.425
N -1.1839 -0.5201 1.3400 -1.68 -2.38 -1.26 -0.618
C -0.8796 0.2958 0.1760 0.63 1.34 -1.66 -0.257
C -0.3027 -0.4771 -1.0674 -1.03 0.19 0.97 -0.429
C 1.1762 -0.8865 -0.8041 -0.37 1.05 0.86 -0.236
N 1.8778 -0.0640 0.2906 -1.20 -1.76 -0.65 -0.868
H -3.2029 -1.1068 0.6175 0.21 -0.06 0.13 0.174
H -3.0438 0.3296 1.6509 -0.56 -0.36 0.37 0.193
H -2.7995 -1.3401 2.3912 -0.44 0.45 -0.48 0.204
H -1.1116 -1.4634 0.9250 1.27 0.16 0.73 0.336
H -0.0965 1.0173 0.3742 0.18 0.10 0.54 0.220
H -1.6968 0.9744 -0.0949 -0.35 -0.51 -0.17 0.186
H -0.9927 -1.3225 -1.2785 0.72 -0.19 0.39 0.190
H -0.4266 0.0778 -1.9907 0.37 0.68 0.14 0.229
H 1.1422 -1.9245 -0.4771 0.59 -0.22 -0.54 0.178
H 1.7701 -0.6303 -1.6628 0.11 -0.85 -0.71 0.203
H 1.3343 -0.3688 1.1029 0.91 0.48 0.43 0.378
H 2.8200 -0.4495 0.3077 -0.22 -0.20 0.58 0.359
O 1.6637 1.9890 -1.3004 1.04 0.70 0.12 -0.972
H 1.8467 2.8652 -0.9055 -0.14 -0.72 -0.38 0.466
H 2.3022 1.3774 -0.8460 -1.24 0.84 -0.13 0.489
```
Forces are in eV/Å.

- DFT total energy: -345.48624 hartree
- Charge: 0
- Max |F|: 3.2 eV Å⁻¹
- ΔE to the lowest compared entry with this formula, charge and spin: 236.1 kJ/mol
- Lowest unoccupied orbital energy: 0.0362 hartree

=====

Record 4
Molecular formula: C5H8N2
Method: DFT, ωB97M-V/def2-TZVPD

```
15
Properties=species:S:1:pos:R:3:forces:R:3:nbo_charge:R:1
C -1.3755 0.5709 1.2624 -0.37 0.03 0.18 -0.398
N -0.4911 -0.1114 0.3122 -0.42 -0.68 0.72 -0.482
C 0.6720 -0.7128 0.9765 0.31 -0.19 -0.24 -0.404
C -1.1245 -0.9519 -0.5464 -0.38 0.11 0.65 0.396
N -1.7122 -1.5860 -1.3084 0.14 -0.03 -0.01 -0.342
H -0.8309 1.3642 1.7770 0.06 0.04 -0.33 0.211
H -1.7477 -0.0953 2.0463 0.03 -0.22 -0.10 0.190
H -2.2391 0.9728 0.7377 0.09 0.15 -0.03 0.222
H 1.2688 0.0757 1.4366 -0.05 -0.03 -0.14 0.213
H 0.3914 -1.4408 1.7427 -0.22 0.10 0.05 0.192
H 1.2620 -1.2475 0.2353 0.13 0.19 -0.04 0.231
C 0.9227 0.6445 -2.0682 -2.17 0.62 1.82 -0.257
C 2.0386 0.8659 -2.4643 -0.63 -0.28 0.32 -0.280
H -0.0773 0.6226 -1.3890 3.25 0.18 -2.57 0.275
H 3.0427 1.0290 -2.7504 0.21 0.01 -0.29 0.231
```
Forces are in eV/Å.

- DFT total energy: -304.69225 hartree
- Charge: 0
- Max |F|: 4.2 eV Å⁻¹
- ΔE to the lowest compared entry with this formula, charge and spin: 376.1 kJ/mol
- Lowest unoccupied orbital energy: 0.0254 hartree

=====

Record 5
Molecular formula: C6H8
Method: DFT, ωB97M-V/def2-TZVPD

```
14
Properties=species:S:1:pos:R:3:forces:R:3:nbo_charge:R:1
C 2.3684 -0.4361 0.5345 -2.56 0.83 -1.15 -0.175
C 1.7489 -0.0786 -0.8231 -0.48 -0.37 0.32 -0.298
C 1.5024 0.8246 0.3473 -0.30 -0.44 0.20 -0.306
C 0.3822 0.0857 -0.2731 3.30 -0.46 0.89 0.154
C -2.0536 0.3477 -0.0119 0.08 -0.21 0.04 -0.588
C -0.8657 -0.6270 0.0529 -0.45 0.03 -0.02 -0.474
H 1.9546 -1.2826 1.0884 0.12 -0.06 0.10 0.158
H 2.1606 0.0388 -1.8007 0.18 0.24 -0.25 0.226
H 1.6802 1.8580 0.5506 0.14 0.29 -0.09 0.227
H -2.9887 -0.2064 -0.0120 -0.11 0.00 0.03 0.212
H -2.0054 0.9488 -0.9159 -0.06 0.05 -0.09 0.208
H -2.0493 1.0148 0.8458 0.01 0.11 0.04 0.209
H -1.0232 -1.4501 -0.6498 0.08 0.06 0.10 0.218
H -0.8113 -1.0376 1.0669 0.04 -0.06 -0.11 0.229
```
Forces are in eV/Å.

- DFT total energy: -233.19353 hartree
- Charge: 0
- Max |F|: 3.5 eV Å⁻¹
- ΔE to the lowest compared entry with this formula, charge and spin: 508.0 kJ/mol
- Lowest unoccupied orbital energy (spin up / spin down): 0.0080 / -0.0036 hartree

=====

Record 6
Molecular formula: C41H40AgIN4O2
Method: DFT, ωB97M-V/def2-TZVPD

```
89
Properties=species:S:1:pos:R:3:forces:R:3:lowdin_charge:R:1
Ag -1.2344 0.7048 -0.7078 0.27 0.38 -0.09 0.642
C -3.4577 1.2255 -3.8447 0.10 0.05 0.01 -0.147
N -2.0539 1.0907 -3.5306 -0.13 -0.14 -0.25 -0.214
C -1.3594 2.3552 -3.6943 0.04 0.19 0.01 -0.096
C -1.3752 0.0254 -4.1873 0.08 0.15 0.21 -0.197
C -1.8859 -0.6050 -5.3069 -0.09 -0.05 -0.25 -0.067
C -1.1958 -1.6191 -5.9617 -0.15 -0.17 -0.16 -0.153
C 0.0228 -2.0367 -5.4557 0.05 -0.13 -0.26 -0.143
C 0.5470 -1.4304 -4.3364 0.05 0.01 0.11 -0.055
C -0.1123 -0.3785 -3.6651 0.10 -0.34 -0.20 -0.261
N 0.3748 0.1605 -2.5258 -0.45 0.07 0.59 0.031
C 1.7010 0.3153 -2.3512 0.30 0.16 -0.24 -0.272
C 2.5751 0.5922 -3.4277 -0.10 -0.02 -0.10 -0.059
C 3.9269 0.7847 -3.2529 0.28 0.01 -0.08 -0.145
C 4.4860 0.7301 -1.9867 0.27 0.07 -0.01 -0.151
C 3.6466 0.5181 -0.8989 0.20 -0.03 0.03 -0.062
C 2.2865 0.3243 -1.0515 -0.22 0.12 -0.01 -0.220
N 1.4245 0.1141 0.0600 0.40 0.05 -0.04 -0.208
C 1.8738 0.6784 1.3136 -0.10 0.03 -0.01 -0.092
C 1.1058 -1.2897 0.2074 0.00 -0.36 0.02 -0.074
H -3.6292 1.6575 -4.8492 -0.02 -0.08 -0.01 0.076
H -3.9375 0.2503 -3.7890 -0.09 -0.03 0.01 0.085
H -3.9301 1.8814 -3.1124 0.06 0.03 -0.01 0.025
H -1.4257 2.7198 -4.7376 -0.04 -0.07 0.02 0.083
H -1.7880 3.1097 -3.0320 0.01 -0.06 0.04 0.075
H -0.3150 2.2215 -3.4294 0.05 0.08 0.07 0.069
H -2.8414 -0.3031 -5.7140 -0.06 0.11 0.04 0.085
H -1.6174 -2.0735 -6.8512 -0.02 -0.03 0.02 0.073
H 0.5674 -2.8434 -5.9398 -0.02 0.02 0.04 0.084
H 1.4865 -1.7812 -3.9248 -0.02 0.04 -0.01 0.107
H 2.1466 0.6636 -4.4207 0.02 -0.03 0.02 0.104
H 4.5570 0.9799 -4.1158 -0.02 0.02 -0.01 0.082
H 5.5555 0.8442 -1.8429 -0.05 0.05 0.02 0.073
H 4.0903 0.4820 0.0891 -0.11 0.00 0.07 0.094
H 2.6336 0.0580 1.8228 0.04 0.06 -0.05 0.078
H 2.2723 1.6780 1.1433 0.00 0.03 0.03 0.086
H 1.0090 0.7639 1.9703 -0.06 -0.01 0.08 0.074
H 2.0037 -1.8917 0.4381 0.02 0.05 -0.01 0.094
H 0.4029 -1.4036 1.0245 -0.06 -0.03 0.04 0.055
H 0.6495 -1.6612 -0.7071 -0.05 -0.04 -0.05 0.086
I -4.1070 1.5014 -0.0493 0.18 0.87 0.44 0.895
C -3.3006 3.4479 0.4893 -0.99 -0.71 -0.11 -0.557
C -4.2010 4.2945 1.0805 -0.14 -0.48 -0.05 -0.208
C -3.8491 5.6246 1.3347 0.28 0.36 0.02 -0.125
C -2.6133 6.0718 0.9571 -0.28 0.18 0.18 -0.074
C -1.6664 5.2006 0.3795 -0.08 -0.18 -0.09 -0.198
C -0.3926 5.6691 0.0112 0.30 0.17 -0.06 -0.088
C 0.5327 4.8044 -0.5108 0.04 0.46 0.18 -0.112
C 0.2358 3.4458 -0.6422 -0.44 -0.46 0.13 -0.158
C -1.0020 2.8979 -0.3219 0.17 -0.20 -0.27 -0.160
C -1.9823 3.8210 0.1547 0.45 -0.05 0.04 -0.270
H -5.1852 3.9368 1.3507 -0.02 -0.01 -0.08 0.064
H -4.5639 6.2867 1.8119 0.03 0.02 -0.04 0.087
H -2.3387 7.1102 1.1042 0.04 0.06 0.04 0.094
H -0.1569 6.7168 0.1707 0.00 0.02 -0.03 0.090
H 1.5159 5.1695 -0.7925 0.02 0.03 -0.01 0.089
H 1.0221 2.7947 -1.0041 0.07 -0.12 -0.08 0.069
C 3.6271 -0.4205 5.0382 -0.07 -0.10 -0.07 -0.062
C 2.9698 -1.5734 4.3250 0.12 -0.14 -0.04 -0.259
C 3.7659 -2.6078 3.8407 0.18 0.00 -0.01 -0.089
C 3.2026 -3.6707 3.1581 0.14 0.00 0.08 -0.107
C 1.8387 -3.7228 2.9514 -0.12 -0.07 -0.02 -0.041
C 1.0164 -2.7023 3.4377 0.55 -0.22 0.13 -0.212
N -0.3415 -2.6652 3.2456 -0.33 0.70 0.23 0.091
C -1.1328 -3.5841 2.5795 -0.31 -0.23 -0.08 -0.196
C -1.1183 -4.9436 2.8869 0.13 -0.07 -0.02 -0.049
C -1.9914 -5.8114 2.2584 0.02 -0.12 0.06 -0.118
C -2.9080 -5.3321 1.3371 -0.14 -0.14 -0.15 -0.115
C -2.9223 -3.9832 1.0184 -0.05 -0.09 0.05 -0.032
C -2.0513 -3.0995 1.6301 0.27 0.13 -0.06 -0.052
C -1.9813 -1.6413 1.1821 -0.05 -0.12 0.37 -0.677
O -1.6409 -0.7897 2.0414 -0.05 0.18 0.28 -0.065
O -2.2077 -1.4301 -0.0134 -0.22 0.06 -0.79 -0.090
C 1.5951 -1.6217 4.1410 -0.10 -0.06 -0.06 -0.175
C 0.6797 -0.5433 4.6385 0.07 -0.03 -0.05 -0.029
H 4.7113 -0.4931 4.9586 0.02 -0.02 0.03 0.066
H 3.3579 -0.4201 6.0963 0.01 0.13 0.05 0.078
H 3.3190 0.5282 4.6008 0.02 0.10 0.05 0.074
H 4.8381 -2.5581 3.9839 0.06 -0.02 -0.01 0.091
H 3.8414 -4.4577 2.7721 -0.05 0.01 -0.03 0.093
H 1.4128 -4.5323 2.3758 -0.06 0.00 -0.01 0.100
H -0.7375 -1.7162 3.0558 0.08 -0.26 0.11 0.080
H -0.4224 -5.3107 3.6285 0.05 -0.01 0.05 0.104
H -1.9562 -6.8699 2.4941 -0.03 0.02 0.02 0.088
H -3.5899 -6.0172 0.8490 -0.04 0.00 -0.03 0.086
H -3.6015 -3.6002 0.2695 0.03 0.07 -0.06 0.113
H -0.0771 -0.9734 5.2941 -0.14 0.02 0.05 0.089
H 0.1591 -0.0745 3.8041 -0.15 0.11 0.01 0.068
H 1.2116 0.2321 5.1788 0.04 0.06 0.07 0.064
```
Forces are in eV/Å.

- DFT total energy: -2400.58016 hartree
- Charge: -2
- Max |F|: 1.2 eV Å⁻¹
- Lowest unoccupied orbital energy: 0.1547 hartree

=====

Question: The lowest max |F| belongs to which entry?
Answer: C16H7AsCdCl5N3S5

=====

Question: Look up the DFT total energy of the second one.
Answer: -382.79996 hartree